Entry 1:
{
  "formula": "C12H31BO2P",
  "method": "ωB97M-V/def2-TZVPD",
  "elements": ["C", "C", "C", "C", "C", "C", "C", "C", "C", "C", "C", "P", "B", "O", "O", "C", "H", "H", "H", "H", "H", "H", "H", "H", "H", "H", "H", "H", "H", "H", "H", "H", "H", "H", "H", "H", "H", "H", "H", "H", "H", "H", "H", "H", "H", "H", "H"],
  "positions_angstrom": [[1.412, 5.666, 0.733], [0.889, 5.312, -0.667], [-0.537, 4.746, -0.648], [-0.840, 3.776, -1.790], [-2.115, 2.943, -1.556], [-1.863, 1.472, -1.163], [-2.146, 1.172, 0.312], [-2.192, -0.329, 0.636], [-0.893, -0.833, 1.267], [-0.875, -2.352, 1.463], [-0.337, -3.109, 0.253], [1.614, -3.221, 0.198], [1.490, -5.123, -0.446], [0.900, -5.439, -1.685], [1.876, -6.235, 0.281], [2.991, -6.134, 1.147], [2.007, 6.579, 0.732], [0.586, 5.802, 1.434], [2.036, 4.867, 1.136], [0.899, 6.217, -1.280], [1.555, 4.593, -1.148], [-1.240, 5.583, -0.715], [-0.735, 4.258, 0.311], [0.014, 3.105, -1.921], [-0.932, 4.340, -2.723], [-2.687, 3.416, -0.751], [-2.751, 2.980, -2.443], [-0.823, 1.214, -1.377], [-2.500, 0.821, -1.766], [-1.353, 1.628, 0.918], [-3.076, 1.671, 0.606], [-2.387, -0.891, -0.283], [-3.009, -0.523, 1.338], [-0.036, -0.535, 0.659], [-0.783, -0.330, 2.235], [-1.893, -2.680, 1.718], [-0.244, -2.609, 2.323], [-0.683, -4.152, 0.297], [-0.726, -2.696, -0.686], [1.661, -2.739, -1.231], [1.704, -1.812, 0.679], [1.581, -3.694, 1.634], [3.121, -3.274, 0.221], [1.451, -5.094, -2.387], [2.672, -6.014, 2.185], [3.568, -7.059, 1.060], [3.628, -5.287, 0.890]],
  "lowdin_charge": [-0.1164, -0.2630, -0.2350, -0.2164, -0.2059, -0.2063, -0.2243, -0.2238, -0.2488, -0.3050, -0.3903, 0.3288, -0.7196, 0.0536, -0.0366, -0.1426, 0.0596, 0.0642, 0.0695, 0.0985, 0.1002, 0.1120, 0.1044, 0.1019, 0.1055, 0.0964, 0.0970, 0.1101, 0.1035, 0.1053, 0.0999, 0.1028, 0.1024, 0.0867, 0.1041, 0.0915, 0.0778, 0.0559, 0.0633, -0.0593, -0.0631, -0.0298, -0.0800, 0.0677, 0.0764, 0.0742, 0.0530],
  "orbital_gap_ev": 5.4,
  "energy_ha": -992.44766,
  "e_homo_ev": -2.50,
  "lumo_ev": 2.9,
  "charge": -1
}


Entry 2:
{
  "formula": "C4H11NO",
  "method": "ωB97M-V/def2-TZVPD",
  "elements": ["C", "O", "C", "C", "H", "H", "H", "H", "H", "H", "C", "N", "H", "H", "H", "H", "H"],
  "positions_angstrom": [[0.908, 1.135, 1.409], [1.765, 1.967, 2.188], [0.233, 1.976, 0.377], [-0.061, 1.552, -0.843], [0.155, 0.666, 2.049], [1.492, 0.342, 0.930], [1.911, 1.554, 3.047], [0.049, 3.007, 0.667], [-0.575, 2.176, -1.561], [0.272, 0.569, -1.152], [-0.873, -2.307, -0.462], [-0.633, -1.682, -1.766], [-1.801, -2.887, -0.412], [-0.852, -1.532, 0.302], [-0.045, -2.979, -0.235], [-0.479, -2.379, -2.485], [-1.465, -1.180, -2.054]],
  "lowdin_charge": [-0.2844, -0.0773, -0.1689, -0.0015, 0.1137, 0.1167, 0.0812, 0.1025, 0.0530, 0.0329, -0.1890, -0.0785, 0.0648, 0.0537, 0.0680, 0.0553, 0.0578],
  "orbital_gap_ev": 10.3,
  "energy_ha": -288.94550,
  "e_homo_ev": -9.41,
  "lumo_ev": 0.9,
  "charge": 0
}


Entry 3:
{
  "formula": "C23H49N2O2P3Y",
  "method": "ωB97M-V/def2-TZVPD",
  "elements": ["Y", "P", "P", "P", "H", "C", "C", "H", "C", "C", "C", "C", "C", "C", "C", "C", "C", "H", "H", "H", "H", "H", "H", "H", "H", "H", "H", "H", "H", "H", "H", "H", "H", "H", "H", "H", "H", "H", "H", "H", "H", "H", "H", "H", "H", "H", "C", "C", "C", "C", "C", "C", "O", "H", "H", "H", "H", "H", "H", "C", "N", "C", "C", "C", "N", "C", "C", "O", "H", "H", "H", "H", "H", "H", "H", "H", "H", "H", "H", "H"],
  "positions_angstrom": [[0.043, 0.240, 0.091], [-1.873, -1.068, 1.815], [1.455, -2.141, -0.240], [-2.145, -0.745, -1.513], [0.928, 2.608, -1.244], [-0.151, 2.448, -1.400], [-1.074, 2.761, -0.440], [-0.779, 3.279, 0.481], [-1.532, -0.885, 3.612], [-2.146, -2.883, 1.830], [-3.615, -0.482, 1.831], [2.714, -2.013, -1.567], [2.482, -2.891, 1.090], [0.568, -3.647, -0.783], [-3.508, 0.425, -1.878], [-3.100, -2.309, -1.462], [-1.489, -0.958, -3.208], [-0.418, 2.255, -2.445], [-2.159, 2.641, -0.567], [-1.664, 0.151, 3.950], [-0.510, -1.214, 3.840], [-2.238, -1.528, 4.159], [-1.191, -3.401, 1.983], [-2.603, -3.236, 0.899], [-2.818, -3.120, 2.668], [-3.639, 0.586, 2.091], [-4.172, -1.047, 2.593], [-4.104, -0.623, 0.859], [3.359, -2.899, -1.524], [3.338, -1.133, -1.390], [2.268, -1.921, -2.564], [3.088, -3.704, 0.659], [1.854, -3.308, 1.889], [3.149, -2.145, 1.544], [1.291, -4.478, -0.840], [0.130, -3.483, -1.776], [-0.232, -3.915, -0.086], [-3.951, 0.147, -2.844], [-3.133, 1.453, -1.933], [-4.275, 0.363, -1.097], [-3.614, -2.439, -2.426], [-3.852, -2.291, -0.664], [-2.422, -3.159, -1.311], [-2.311, -1.062, -3.927], [-0.830, -1.836, -3.256], [-0.900, -0.077, -3.476], [1.352, 0.577, -4.610], [2.524, 0.101, -5.218], [2.668, 0.218, -6.612], [1.666, 0.815, -7.384], [0.499, 1.261, -6.778], [0.340, 1.142, -5.385], [1.022, 0.362, -3.262], [1.768, 0.294, -2.621], [3.297, -0.398, -4.633], [3.551, -0.178, -7.116], [1.778, 0.913, -8.467], [-0.321, 1.695, -7.369], [-0.582, 1.480, -4.911], [2.858, 0.232, 2.981], [2.137, 1.351, 3.560], [2.578, 1.848, 4.855], [2.041, 3.236, 5.057], [0.550, 3.222, 4.907], [0.173, 2.588, 3.652], [-1.171, 2.876, 3.161], [0.983, 1.715, 3.022], [0.601, 1.164, 1.903], [2.293, -0.701, 3.112], [3.818, 0.159, 3.499], [3.034, 0.387, 1.913], [2.212, 1.179, 5.655], [3.673, 1.833, 4.859], [2.500, 3.928, 4.346], [2.299, 3.584, 6.060], [0.141, 4.240, 4.898], [0.097, 2.668, 5.741], [-1.712, 1.963, 2.856], [-1.729, 3.347, 3.988], [-1.158, 3.578, 2.315]],
  "lowdin_charge": [1.1955, 0.7288, 0.7313, 0.7284, 0.0919, -0.1050, -0.0453, 0.0569, -0.2532, -0.2483, -0.2410, -0.2585, -0.2448, -0.2429, -0.2370, -0.2520, -0.2580, 0.0777, 0.0774, 0.0369, 0.0498, 0.0688, 0.0449, 0.0246, 0.0726, 0.0509, 0.0776, 0.0178, 0.0747, 0.0511, 0.0455, 0.0740, 0.0592, 0.0326, 0.0810, 0.0429, 0.0296, 0.0737, 0.0279, 0.0483, 0.0779, 0.0441, 0.0383, 0.0768, 0.0556, -0.0090, -0.2979, -0.0169, -0.0474, -0.0617, -0.0504, -0.0385, -0.1192, 0.0813, 0.1096, 0.1220, 0.1236, 0.1256, 0.1042, -0.0114, -0.0584, -0.1171, -0.1360, -0.1300, -0.0509, -0.0063, -0.3909, -0.2400, 0.0877, 0.1155, 0.0869, 0.1536, 0.1435, 0.1390, 0.1447, 0.1468, 0.1494, 0.0638, 0.1211, 0.0847],
  "orbital_gap_ev": 5.7,
  "energy_ha": -2227.31708,
  "e_homo_ev": -15.49,
  "lumo_ev": -9.8,
  "charge": 3
}


Entry 4:
{
  "formula": "C22H25BrN2O9P2Pd",
  "method": "ωB97M-V/def2-TZVPD",
  "elements": ["Pd", "C", "C", "O", "P", "O", "O", "O", "P", "O", "O", "O", "H", "H", "H", "H", "H", "H", "H", "Br", "C", "C", "C", "C", "C", "N", "H", "H", "H", "H", "C", "C", "C", "C", "C", "C", "N", "C", "C", "C", "C", "C", "C", "C", "O", "O", "C", "C", "H", "H", "H", "H", "H", "H", "H", "H", "H", "H", "H", "H", "H", "H"],
  "positions_angstrom": [[-0.122, -0.183, 0.246], [0.070, -3.253, -3.348], [0.234, -2.942, -1.874], [0.642, -4.122, -1.164], [1.619, -1.788, -1.564], [2.895, -2.583, -2.057], [1.568, -0.574, -2.567], [1.702, -1.379, -0.137], [-1.272, -2.246, -1.082], [-2.406, -3.187, -1.701], [-1.114, -2.426, 0.403], [-1.399, -0.802, -1.511], [1.017, -3.577, -3.781], [-0.277, -2.365, -3.877], [-0.664, -4.047, -3.468], [0.348, -3.995, -0.245], [2.905, -3.477, -1.688], [1.416, 0.282, -2.127], [-3.294, -2.960, -1.406], [-2.365, 0.883, 1.826], [-1.341, 0.147, 3.256], [-1.680, 0.444, 4.564], [-0.887, -0.114, 5.554], [0.182, -0.920, 5.194], [0.421, -1.138, 3.847], [-0.336, -0.610, 2.889], [-2.520, 1.084, 4.789], [-1.103, 0.084, 6.596], [0.822, -1.367, 5.942], [1.245, -1.755, 3.508], [-2.537, 4.472, -5.794], [-2.182, 5.012, -4.433], [-2.798, 6.172, -3.975], [-2.513, 6.681, -2.720], [-1.599, 6.041, -1.902], [-0.946, 4.896, -2.356], [-0.043, 4.176, -1.564], [0.728, 4.608, -0.508], [1.149, 5.944, -0.403], [1.938, 6.360, 0.650], [2.338, 5.471, 1.642], [1.952, 4.152, 1.546], [1.166, 3.696, 0.486], [0.836, 2.251, 0.475], [0.959, 1.547, 1.495], [0.428, 1.698, -0.624], [-1.242, 4.367, -3.625], [-0.544, 3.104, -4.060], [-3.310, 5.083, -6.258], [-2.911, 3.448, -5.727], [-1.672, 4.462, -6.460], [-3.522, 6.673, -4.608], [-3.019, 7.570, -2.366], [-1.408, 6.410, -0.904], [-0.104, 3.169, -1.626], [0.871, 6.644, -1.177], [2.254, 7.395, 0.692], [2.954, 5.806, 2.466], [2.252, 3.426, 2.290], [0.534, 3.192, -3.909], [-0.723, 2.883, -5.108], [-0.884, 2.241, -3.479]],
  "lowdin_charge": [1.0385, -0.0558, -0.5943, -0.0584, 0.4606, -0.0752, -0.0831, -0.3088, 0.2762, -0.1015, -0.3451, -0.3522, 0.0863, 0.0934, 0.0874, 0.0884, 0.0967, 0.0746, 0.0920, 0.8348, -0.7151, -0.0970, -0.0583, -0.0515, -0.1066, 0.0033, 0.1030, 0.1117, 0.1060, 0.1202, -0.0551, -0.2339, -0.0649, -0.0861, -0.0372, -0.1895, 0.1017, -0.1682, -0.0298, -0.0806, -0.0925, -0.0255, -0.0675, -0.5772, -0.0439, -0.1452, -0.1608, -0.0284, 0.0722, 0.0841, 0.0829, 0.1036, 0.1014, 0.1069, 0.0912, 0.1086, 0.1046, 0.0985, 0.1161, 0.0900, 0.0654, 0.0891],
  "multiplicity": 3,
  "orbital_gap_ev": [7.8, 6.1],
  "energy_ha": -5024.86728,
  "e_homo_ev": [-7.35, -7.35],
  "s2": 2.00,
  "lumo_ev": [0.5, -1.3],
  "charge": 0
}


Across the entries above, energy above the lowest of the compared OMol25 structures with the same formula, charge and spin takes the values 0.0; 44.9; 0.0; 12.6 kcal per mole, respectively.